A molecular structure, C33H30AuN4OP. Source: the Open Molecules 2025 dataset; level of theory: ωB97M-V with the def2-TZVPD basis set.

XYZ file:
```
70
C33H30AuN4OP, DFT ωB97M-V with the def2-TZVPD basis set
Au -0.70580 0.24734 0.84192
C 4.60866 2.61509 0.98138
C 3.30837 2.89544 1.37531
C 2.31573 1.93969 1.22135
C 2.63395 0.70150 0.66379
C 3.94392 0.42035 0.26485
C 4.92654 1.38077 0.42622
P 1.40725 -0.59449 0.58358
C 1.56146 -1.47446 -0.96634
C 1.14020 -2.80436 -1.03338
C 1.18412 -3.47795 -2.24368
C 1.64444 -2.82808 -3.38269
C 2.06374 -1.50463 -3.31666
C 2.02273 -0.82327 -2.11066
C 1.53320 -1.71006 1.96620
C 2.55399 -2.60248 2.17076
C 2.61585 -3.30647 3.38847
C 1.69210 -3.06643 4.37008
C 0.64216 -2.13383 4.18667
C -0.29946 -1.82967 5.20096
C -1.26276 -0.89079 4.98267
C -1.37101 -0.24165 3.72774
C -0.51559 -0.54819 2.70855
C 0.54328 -1.47080 2.94466
H 5.38187 3.36104 1.10774
H 3.06545 3.85639 1.80789
H 1.30246 2.16668 1.52782
H 4.19739 -0.53922 -0.17023
H 5.94168 1.16676 0.12098
H 0.79747 -3.31517 -0.14110
H 0.87553 -4.51343 -2.29593
H 1.69250 -3.36172 -4.32286
H 2.44091 -1.00982 -4.20180
H 2.36373 0.20364 -2.05725
H 3.31272 -2.76719 1.41495
H 3.40974 -4.02181 3.55148
H 1.75847 -3.59091 5.31514
H -0.22950 -2.33542 6.15529
H -1.96250 -0.63235 5.76555
H -2.13941 0.51562 3.63399
N -2.76366 0.90954 1.09856
C -3.61318 0.40233 0.03454
C -3.92604 -0.94919 0.02357
C -4.69697 -1.45633 -1.01277
C -5.13289 -0.62008 -2.03283
C -4.81151 0.72985 -2.00791
C -4.05083 1.24937 -0.96862
H -2.73957 1.92848 1.09368
H -3.12483 0.61116 2.00006
H -3.58884 -1.59522 0.82764
H -4.96648 -2.50400 -1.01608
H -5.74084 -1.01656 -2.83442
H -5.17084 1.38792 -2.78771
H -3.81791 2.30819 -0.93332
C -0.29320 4.64100 -2.06719
N -0.52527 3.19735 -2.20075
C -0.66325 2.59593 -3.40590
C -0.92487 1.27534 -3.52539
C -1.03084 0.51519 -2.32933
N -0.80687 1.09993 -1.14501
C -0.64438 2.46523 -1.03402
O -0.61183 2.99908 0.06331
N -1.34597 -0.77445 -2.36796
H -0.21007 5.06962 -3.06138
H 0.62430 4.81310 -1.51021
H -1.12046 5.10024 -1.53202
H -0.56943 3.24120 -4.26874
H -1.06478 0.81834 -4.49230
H -1.52952 -1.22777 -3.24665
H -1.53478 -1.29050 -1.52425
```

Its multiplicity is 1. For the total energy, the calculation gives -2046.426900 a.u. As for the HOMO-LUMO gap: 7.49 eV. The LUMO energy comes out at -0.227 Eh. The charge is +2. The energy above the lowest of the compared OMol25 structures with the same formula, charge and spin is 0.0 kcal/mol.


A molecular structure, C43H44AuN5O2SSe2. Source: the Open Molecules 2025 dataset; level of theory: ωB97M-V with the def2-TZVPD basis set.

XYZ file:
```
98
C43H44AuN5O2SSe2, DFT ωB97M-V with the def2-TZVPD basis set
Au 0.58765 -1.23380 0.08348
Se 0.64526 -3.76701 3.06315
Se -0.03522 -4.37165 0.93377
C -1.62352 -3.28474 0.95234
C -2.84830 -3.84493 1.26828
C -3.95784 -3.01399 1.35352
C -3.80000 -1.65805 1.12598
C -2.54138 -1.18130 0.80493
N -1.47595 -1.97813 0.70503
C 2.13674 -2.59424 2.75194
C 3.19575 -2.81380 3.62801
C 4.27018 -1.94353 3.63374
C 4.25986 -0.88116 2.74634
C 3.18580 -0.75096 1.88869
N 2.13381 -1.58369 1.87852
H -2.92278 -4.90493 1.46324
H -4.92611 -3.42298 1.61035
H -4.63142 -0.97158 1.19756
H -2.37331 -0.12679 0.63142
H 3.16981 -3.66820 4.29036
H 5.09921 -2.10035 4.31103
H 5.06752 -0.16443 2.70574
H 3.15126 0.07477 1.19470
C -4.42748 -2.60245 -2.27876
O -3.75101 -1.34841 -2.21125
C -4.28755 -0.30004 -2.87434
C -5.54637 -0.28701 -3.46370
C -6.01672 0.86464 -4.07861
C -5.25031 2.01907 -4.11514
C -3.98776 2.00881 -3.54804
C -3.50229 0.85517 -2.95130
N -2.20532 0.89109 -2.35040
C -1.22196 0.01931 -2.39680
C -1.04377 -1.08186 -3.24656
C -1.67665 -1.12645 -4.52440
C -1.36050 -2.08144 -5.43751
C -0.39009 -3.05376 -5.10771
C 0.22997 -3.05790 -3.89170
C -0.10072 -2.10016 -2.89875
O 0.43371 -2.30158 -1.73071
H -3.77744 -3.31652 -1.78048
H -4.57759 -2.90669 -3.31559
H -5.38712 -2.55978 -1.76091
H -6.16832 -1.16927 -3.43556
H -7.00096 0.85546 -4.52723
H -5.62624 2.91595 -4.58612
H -3.36134 2.89270 -3.58577
H -2.02738 1.72369 -1.80630
H -0.42106 0.26404 -1.70662
H -2.37861 -0.34752 -4.78785
H -1.82086 -2.08545 -6.41525
H -0.13135 -3.81295 -5.83535
H 0.96099 -3.81083 -3.63018
C -1.74500 3.39756 3.10380
N -0.76751 2.92184 4.06810
C -0.07505 3.97759 4.80506
C -0.27432 1.66464 3.99427
S -0.48365 0.70050 2.60946
N 0.37220 1.20045 5.08456
C 1.16986 -0.01190 5.01411
C -0.02136 1.58973 6.43819
H -2.24306 4.26853 3.52773
H -2.48243 2.62633 2.90521
H -1.27356 3.68344 2.15963
H 0.10329 4.81294 4.12623
H 0.88644 3.61938 5.16066
H -0.66125 4.33905 5.65083
H 1.71552 -0.04033 4.07714
H 0.54200 -0.90542 5.08455
H 1.87645 -0.00321 5.84376
H -0.93921 2.16945 6.41117
H 0.75562 2.16633 6.94188
H -0.20862 0.68345 7.01521
C 4.05427 4.71193 0.01110
C 2.71069 4.74324 0.35459
C 1.94199 3.59613 0.24216
C 2.50668 2.41032 -0.22776
C 3.86417 2.38209 -0.55839
C 4.62932 3.52953 -0.43928
C 1.63388 1.22423 -0.31978
C 1.95687 0.02291 -0.79602
C 2.83683 -0.53987 -1.78269
C 3.49871 -1.75736 -1.57491
C 4.34810 -2.25368 -2.54488
C 4.53562 -1.54991 -3.72974
C 3.87124 -0.34870 -3.95390
C 3.01811 0.15355 -2.99047
H 4.65697 5.60608 0.09780
H 2.26288 5.66204 0.70966
H 0.89600 3.60942 0.52592
H 4.32493 1.46947 -0.91184
H 5.67936 3.50386 -0.69891
H 0.66877 1.35441 0.17767
H 3.33496 -2.30663 -0.65585
H 4.86529 -3.18988 -2.38391
H 5.19970 -1.94423 -4.48771
H 4.02078 0.18897 -4.88040
H 2.49253 1.08735 -3.14724
```

Its multiplicity is 1. For the total energy, the calculation gives -7425.387755 a.u. As for the HOMO-LUMO gap: 5.99 eV. The LUMO energy comes out at -0.246 Eh. The charge is +2. The energy above the lowest of the compared OMol25 structures with the same formula, charge and spin is 39.7 kcal/mol.